# 1
ORCA calculation (ωB97M-V/def2-TZVPD) on a 2-piece molecular cluster, C4H13N2O2 overall.

Atoms and positions in Å:
C1 -0.4424 -0.3972 -0.1037
N1 0.5585 0.5223 0.4917
C2 0.2924 0.7767 1.9974
O1 0.2964 -0.3790 2.6857
C3 -0.8734 0.1840 -1.4148
N2 0.1514 0.3904 -2.4744
C4 -0.0733 1.7665 -3.1418
H1 -0.0371 -1.4047 -0.3079
H2 -1.3721 -0.6073 0.5118
H3 1.4929 0.0426 0.4042
H4 0.9253 1.6472 2.3070
H5 -0.7502 1.2272 2.1233
H6 -1.6773 -0.4607 -1.9825
H7 -1.4120 1.1808 -1.2099
H8 1.0329 0.4357 -2.0143
H9 0.7311 2.0438 -3.8146
H10 -1.1326 1.6689 -3.5155
H11 -0.2457 2.5043 -2.3672
H12 0.1806 -1.6404 2.2128
H13 0.8655 -3.1050 1.7377
O2 0.0291 -2.6794 1.7849

Summary:
HOMO-LUMO gap in eV: 7.45
Maximum force in hartree/bohr: 0.0730
Total charge: -1
Lowest unoccupied orbital energy in eV: 3.7000
Energy above the lowest of the compared OMol25 structures with the same formula, charge and spin in eV: 1.661


# 2
ORCA calculation (ωB97M-V/def2-TZVPD) on a 2-piece molecular cluster, C4H13N2O2 overall.

Atoms and positions in Å:
O1 -0.1630 -2.5659 0.2019
C1 -1.2120 -2.1500 -0.2131
C2 -1.4489 -0.6290 -0.2036
C3 -0.5372 0.0693 -1.2568
C4 1.0033 -0.2086 -1.0380
N1 1.4132 -0.2818 0.4447
N2 -1.1987 -0.1350 1.1808
H1 -2.0197 -2.7545 -0.6169
H2 -2.4978 -0.3803 -0.4343
H3 -0.5993 1.1531 -1.1367
H4 -0.6571 -0.3369 -2.2657
H5 1.4100 0.7280 -1.4273
H6 1.4817 -1.0595 -1.5075
H7 0.8624 -1.0917 0.7819
H8 1.0644 0.4947 1.0273
H9 2.4101 -0.4624 0.5152
H10 -1.8626 -0.6093 1.7837
H11 -1.4106 0.8593 1.1750
H12 1.6683 3.3344 0.3618
H13 0.8264 3.2918 1.5359
O2 1.4671 2.7343 1.0919

Summary:
HOMO-LUMO gap in eV: 10.94
Maximum force in hartree/bohr: 0.0531
Total charge: +1
Lowest unoccupied orbital energy in eV: -3.1202
Energy above the lowest of the compared OMol25 structures with the same formula, charge and spin in eV: 2.083


# 3
ORCA calculation (ωB97M-V/def2-TZVPD) on a 2-piece molecular cluster, C4H13N2O2 overall.

Atoms and positions in Å:
O1 -1.5046 0.5447 -2.1472
C1 -0.7831 0.4059 -1.1876
C2 -0.2509 -0.9237 -0.8127
C3 0.2510 -1.0626 0.6212
C4 1.1558 0.0858 1.0730
N1 2.3607 0.1130 0.2534
N2 -1.0838 -2.0288 -1.3153
H1 -0.5366 1.2319 -0.5094
H2 0.6824 -0.8789 -1.4424
H3 0.5809 -2.1553 0.6202
H4 -0.5634 -1.2630 1.3187
H5 1.3746 -0.1250 2.1316
H6 0.6271 1.0515 1.2466
H7 2.9671 -0.5961 0.6595
H8 2.9400 0.9389 0.3728
H9 -1.4995 -1.8486 -2.2504
H10 -0.6057 -2.9222 -1.4482
H11 -1.7700 -2.0682 -0.5184
H12 -1.5335 3.8476 1.8904
H13 -1.4284 4.1994 0.4186
O2 -1.3801 3.4536 1.0256

Summary:
HOMO-LUMO gap in eV: 9.64
Maximum force in hartree/bohr: 0.0698
Total charge: +1
Lowest unoccupied orbital energy in eV: -3.7511
Energy above the lowest of the compared OMol25 structures with the same formula, charge and spin in eV: 3.173


# 4
ORCA calculation (ωB97M-V/def2-TZVPD) on a 2-piece molecular cluster, C4H13N2P overall.

Atoms and positions in Å:
C1 0.9742 0.3539 -1.1691
C2 1.2021 0.9642 1.3154
C3 0.9131 -1.4683 0.6046
C4 0.8184 -0.0153 0.2608
N1 -2.8857 -1.1881 -0.4234
N2 -2.6236 1.2990 -0.3881
P1 -2.3758 -0.0063 0.6839
H1 0.3206 -0.2513 -1.7985
H2 0.7448 1.4045 -1.3340
H3 2.0025 0.1780 -1.5132
H4 0.9599 1.9802 1.0127
H5 2.2811 0.9224 1.5230
H6 0.6884 0.7474 2.2509
H7 0.3363 -2.0720 -0.0943
H8 1.9519 -1.8210 0.5612
H9 0.5458 -1.6554 1.6123
H10 -2.4848 -1.0882 -1.3504
H11 -2.7935 -2.1333 -0.0846
H12 -3.5302 1.2977 -0.8447
H13 -2.4447 2.1985 0.0346

Summary:
HOMO-LUMO gap (alpha / beta) in eV: 7.58 / 7.20
Maximum force in hartree/bohr: 0.0107
Total charge: 0
Lowest unoccupied orbital energy (alpha / beta) in eV: 0.7717 / 0.9357
Energy above the lowest of the compared OMol25 structures with the same formula, charge and spin in eV: 1.067


Among the records above, which one has the highest energy above the lowest of the compared OMol25 structures with the same formula, charge and spin?
number 3